{
  "formula": "C3H9NO2",
  "method": "ωB97M-V/def2-TZVPD",
  "elements": ["C", "O", "C", "H", "H", "H", "H", "H", "H", "C", "N", "O", "H", "H", "H"],
  "coordinates": [[1.5351, -0.6275, 0.7351], [0.1580, -0.7020, 0.9661], [1.9339, -0.3475, -0.6856], [1.9439, -0.0170, 1.5709], [1.9538, -1.6243, 0.7707], [-0.3763, 0.1433, 0.8542], [2.0833, 0.7620, -0.7703], [2.8268, -0.9256, -0.9037], [1.0815, -0.6361, -1.4116], [-2.2270, 0.8204, 0.4874], [-2.3673, 0.5347, -0.8917], [-1.8070, 1.8489, 0.9796], [-2.5432, -0.0772, 1.0554], [-2.0625, 1.2607, -1.6210], [-2.1330, -0.4129, -1.1357]],
  "forces_ev_per_a": [[0.100, -0.396, 0.544], [-2.198, 0.524, -0.186], [-1.268, 2.178, -1.121], [0.467, -0.119, -1.003], [-0.494, -0.619, 1.363], [2.107, -1.283, 0.283], [0.191, -0.959, -0.587], [0.148, 0.353, -0.386], [1.402, 0.268, 1.223], [-0.032, -0.056, -1.596], [0.754, 2.146, -0.055], [-0.589, -0.740, -0.482], [0.110, 0.347, 0.195], [-0.467, -1.462, 1.862], [-0.232, -0.181, -0.053]],
  "e_homo_ev": -10.30,
  "e_tot_ha": -324.90397,
  "smiles": "NC=O.CCO",
  "e_above_lowest_kj_mol": 180.2,
  "spin_multiplicity": 1,
  "fmax_ha_per_bohr": 0.05364,
  "homo_lumo_gap_ev": 11.160
}

{
  "formula": "C13H18N2O3",
  "method": "ωB97M-V/def2-TZVPD",
  "elements": ["C", "C", "C", "C", "C", "C", "C", "H", "N", "C", "O", "C", "H", "H", "C", "C", "O", "N", "H", "C", "H", "H", "C", "O", "H", "H", "H", "H", "H", "H", "H", "H", "H", "H", "H", "H"],
  "coordinates": [[-0.5001, -0.5908, -4.5902], [-0.9861, 0.1382, -3.3743], [-2.3270, 0.4786, -3.2371], [-2.7629, 1.1651, -2.1187], [-1.8789, 1.5295, -1.1189], [-0.5358, 1.1961, -1.2469], [-0.1005, 0.5041, -2.3736], [0.9442, 0.2375, -2.4610], [0.4279, 1.5299, -0.2850], [0.2396, 1.9702, 0.9839], [-0.8313, 2.2582, 1.4737], [1.5386, 2.0827, 1.7825], [1.2566, 2.3391, 2.8049], [2.1210, 2.9174, 1.3863], [2.3747, 0.7932, 1.7434], [1.5196, -0.4457, 1.5086], [1.7620, -1.2433, 0.6211], [0.4622, -0.5669, 2.3316], [0.3299, 0.0809, 3.0901], [-0.4499, -1.6814, 2.2211], [-0.4325, -2.0018, 1.1744], [-1.4576, -1.3540, 2.4810], [-0.0162, -2.8514, 3.1154], [1.3325, -3.1886, 2.9275], [1.5377, -3.1335, 1.9840], [-0.1146, -2.5861, 4.1723], [-0.6697, -3.7128, 2.9096], [3.1196, 0.8254, 0.9460], [2.9138, 0.6687, 2.6847], [1.3679, 1.2646, -0.5456], [-2.2210, 2.0596, -0.2468], [-3.8070, 1.4226, -2.0198], [-3.0296, 0.2008, -4.0091], [-0.2349, 0.1232, -5.3708], [0.3820, -1.1838, -4.3608], [-1.2742, -1.2454, -4.9835]],
  "forces_ev_per_a": [[0.019, 0.073, -0.024], [-0.019, 0.042, 0.086], [-0.028, -0.018, -0.010], [0.057, -0.057, -0.110], [-0.046, 0.122, 0.207], [-0.312, -0.042, -0.175], [-0.095, 0.028, 0.040], [0.134, -0.063, 0.000], [0.311, -0.073, -0.308], [0.381, 0.316, 0.380], [-0.219, 0.064, 0.023], [-0.150, 0.000, 0.084], [-0.068, 0.029, -0.132], [-0.001, 0.004, 0.062], [0.033, -0.077, -0.171], [0.290, 0.332, 0.329], [0.171, -0.312, -0.297], [-0.227, -0.018, 0.194], [0.060, 0.081, -0.094], [0.121, -0.413, 0.116], [-0.119, 0.064, 0.138], [0.007, -0.023, -0.056], [-0.394, 0.111, -0.128], [0.358, -0.106, -0.171], [0.026, 0.031, 0.061], [-0.084, -0.016, -0.070], [-0.011, 0.135, 0.087], [-0.062, -0.109, 0.065], [0.041, 0.012, -0.043], [-0.103, 0.045, 0.138], [0.004, 0.017, 0.027], [-0.085, 0.028, 0.020], [-0.071, -0.046, -0.084], [0.034, -0.024, -0.089], [0.054, -0.069, -0.042], [-0.008, -0.066, -0.056]],
  "e_homo_ev": -8.51,
  "e_tot_ha": -841.44830,
  "smiles": "Cc1cccc(NC(=O)CCC(=O)NCCO)c1",
  "e_above_lowest_kj_mol": 11.1,
  "spin_multiplicity": 1,
  "fmax_ha_per_bohr": 0.01213,
  "homo_lumo_gap_ev": 9.203
}